1.
DFT (ωB97M-V with the def2-TZVPD basis set) results for a structure of composition C28H57AsCuF6N5O9.

XYZ file:
```
107
Properties=species:S:1:pos:R:3
Cu 4.00 -0.64 -0.25
As 0.57 0.34 1.58
F -0.37 -0.09 0.14
F 2.10 0.05 0.61
F 1.53 0.82 2.97
F -0.93 0.51 2.56
F 0.56 -1.40 2.08
F 0.49 2.14 1.03
C 3.39 -0.97 4.67
C 3.84 -1.05 3.25
N 4.21 -1.15 2.10
H 2.42 -1.46 4.63
H 3.34 0.08 4.96
H 4.01 -1.49 5.40
C 0.02 2.00 5.85
C 0.06 3.35 5.21
N 0.08 4.42 4.74
H 0.03 1.19 5.13
H -0.89 1.84 6.42
H 0.97 1.95 6.39
C 3.08 3.58 1.69
C 3.86 2.46 1.09
N 4.40 1.57 0.58
H 2.76 3.30 2.70
H 2.16 3.72 1.13
H 3.77 4.42 1.62
C -3.59 2.33 1.54
C -4.66 1.32 1.33
N -5.55 0.54 1.20
H -3.75 3.22 0.92
H -2.59 1.94 1.35
H -3.67 2.65 2.58
C -3.49 -0.92 4.05
C -3.34 0.34 4.77
N -3.18 1.31 5.33
H -4.44 -1.43 4.25
H -2.67 -1.56 4.36
H -3.40 -0.86 2.97
C -1.59 3.02 -1.47
O -2.45 3.37 -2.54
C -3.79 3.50 -2.09
C -4.81 3.79 -3.23
O -5.19 2.72 -4.11
C -4.05 1.93 -4.54
C -2.94 2.75 -5.36
O -3.24 3.12 -6.66
C -4.27 4.13 -6.90
H -1.93 2.03 -1.14
H -1.65 3.68 -0.60
H -0.55 3.11 -1.76
H -3.81 4.29 -1.34
H -4.19 2.65 -1.53
H -4.44 4.55 -3.92
H -5.75 4.07 -2.75
H -4.36 1.10 -5.18
H -3.70 1.33 -3.70
H -2.02 2.16 -5.36
H -2.69 3.71 -4.91
H -4.29 4.36 -7.97
H -4.01 5.07 -6.41
H -5.26 3.92 -6.49
C -3.56 -1.85 0.12
O -2.85 -3.04 -0.24
C -1.44 -2.78 -0.53
C -0.62 -4.06 -0.80
O -0.55 -4.85 0.42
C 0.17 -6.06 0.34
C -0.06 -6.96 1.53
O -1.37 -7.42 1.66
C -1.77 -8.00 2.94
H -3.07 -1.43 1.00
H -4.58 -2.15 0.34
H -3.54 -1.06 -0.63
H -1.10 -2.34 0.41
H -1.25 -2.08 -1.35
H 0.42 -3.76 -0.97
H -1.06 -4.62 -1.62
H 1.24 -5.91 0.16
H -0.19 -6.58 -0.55
H 0.33 -6.52 2.45
H 0.67 -7.77 1.51
H -1.62 -7.32 3.77
H -1.06 -8.81 3.12
H -2.78 -8.42 2.96
C 1.08 -0.75 -2.25
O 2.33 -0.15 -1.97
C 2.59 1.01 -2.88
C 3.93 1.69 -2.53
O 4.75 0.66 -1.97
C 6.14 1.07 -1.83
C 6.97 -0.12 -1.27
O 6.23 -0.75 -0.16
C 6.98 -1.83 0.43
H 0.30 -0.01 -2.39
H 0.71 -1.43 -1.48
H 1.21 -1.28 -3.20
H 1.77 1.72 -2.95
H 2.55 0.67 -3.92
H 3.80 2.55 -1.87
H 4.36 1.96 -3.49
H 6.39 1.89 -1.15
H 6.60 1.27 -2.79
H 7.96 0.19 -0.97
H 7.13 -0.86 -2.06
H 6.56 -2.32 1.31
H 7.97 -1.47 0.70
H 7.19 -2.64 -0.27
```

Its total energy is -6526.984651 Eh. As for the expectation value of S²: 0.752. As for the spin multiplicity: 2. Its net charge is +1. The value obtained for the highest occupied orbital energy (spin up / spin down) is -0.3826 / -0.3826 Eh. The largest force on an atom is 0.1165 hartree/bohr. For the HOMO-LUMO gap (spin up / spin down), the calculation gives 6.18 / 2.68 eV.

Mulliken population analysis, charges in e, atoms 1 to 99: atom 1 (Cu): 0.5200, atom 2 (As): 1.8517, atom 3 (F): -0.1937, atom 4 (F): 0.1898, atom 5 (F): -0.5347, atom 6 (F): -0.5942, atom 7 (F): -0.5498, atom 8 (F): -0.5033, atom 9 (C): -0.7797, atom 10 (C): 0.4780, atom 11 (N): -0.3497, atom 12 (H): 0.2379, atom 13 (H): 0.2125, atom 14 (H): 0.3947, atom 15 (C): -0.4939, atom 16 (C): 0.4305, atom 17 (N): -0.5022, atom 18 (H): -0.0406, atom 19 (H): 0.3378, atom 20 (H): 0.3138, atom 21 (C): -0.9121, atom 22 (C): 0.4030, atom 23 (N): -0.2404, atom 24 (H): 0.2428, atom 25 (H): 0.1893, atom 26 (H): 0.4194, atom 27 (C): -0.1693, atom 28 (C): 0.3837, atom 29 (N): -0.5447, atom 30 (H): 0.2530, atom 31 (H): -0.3416, atom 32 (H): 0.4204, atom 33 (C): -0.1676, atom 34 (C): 0.4013, atom 35 (N): -0.4975, atom 36 (H): 0.3585, atom 37 (H): 0.2954, atom 38 (H): -0.3619, atom 39 (C): -0.3910, atom 40 (O): -0.3966, atom 41 (C): -0.4740, atom 42 (C): -0.7076, atom 43 (O): -0.4659, atom 44 (C): -0.3234, atom 45 (C): -0.2374, atom 46 (O): -0.4745, atom 47 (C): -0.6816, atom 48 (H): 0.0322, atom 49 (H): 0.3543, atom 50 (H): 0.2703, atom 51 (H): 0.5826, atom 52 (H): 0.2552, atom 53 (H): 0.2431, atom 54 (H): 0.4039, atom 55 (H): 0.3943, atom 56 (H): 0.1685, atom 57 (H): 0.2902, atom 58 (H): 0.3114, atom 59 (H): 0.2792, atom 60 (H): 0.2723, atom 61 (H): 0.2777, atom 62 (C): -0.0774, atom 63 (O): -0.4707, atom 64 (C): 0.0696, atom 65 (C): -0.7255, atom 66 (O): -0.1883, atom 67 (C): -0.5542, atom 68 (C): -0.7149, atom 69 (O): -0.3188, atom 70 (C): -0.7371, atom 71 (H): -0.2327, atom 72 (H): 0.3793, atom 73 (H): 0.1470, atom 74 (H): -0.2243, atom 75 (H): 0.5240, atom 76 (H): 0.3033, atom 77 (H): 0.4062, atom 78 (H): 0.3188, atom 79 (H): 0.3368, atom 80 (H): 0.3796, atom 81 (H): 0.4683, atom 82 (H): 0.3057, atom 83 (H): 0.3116, atom 84 (H): 0.2520, atom 85 (C): -0.8327, atom 86 (O): -0.1571, atom 87 (C): -0.5631, atom 88 (C): -0.6402, atom 89 (O): -0.0321, atom 90 (C): -0.7362, atom 91 (C): -0.5868, atom 92 (O): -0.0108, atom 93 (C): -0.7838, atom 94 (H): 0.3151, atom 95 (H): -0.2094, atom 96 (H): 0.5195, atom 97 (H): 0.3077, atom 98 (H): 0.5415, atom 99 (H): 0.2818

2.
DFT (ωB97M-V with the def2-TZVPD basis set) results for a structure of composition C28H57Cl2NNb.

XYZ file:
```
89
Properties=species:S:1:pos:R:3
C 5.59 5.05 1.50
C 5.21 3.70 1.47
C 4.60 3.06 0.15
Nb 5.20 0.86 0.13
C 5.61 0.90 -2.15
C 6.82 1.85 -2.57
N 6.37 3.23 -2.99
C 5.68 -1.38 0.29
C 4.74 -2.08 1.40
C 3.77 -3.16 0.75
C 2.26 -3.02 1.25
C 1.29 -3.73 0.19
C 0.76 -5.15 0.64
C -0.49 -5.12 1.61
C -1.51 -3.94 1.36
C -2.39 -4.17 0.06
C -2.47 -2.87 -0.88
C -3.88 -2.12 -0.74
C -3.91 -0.98 -1.87
C -5.40 -0.60 -2.31
C -5.88 0.60 -1.35
C -5.43 1.95 -2.08
C -4.97 2.99 -0.97
C -6.28 3.55 -0.25
C -5.87 4.29 1.10
C -5.98 3.33 2.38
C -4.64 2.47 2.57
C 3.01 0.29 -0.21
Cl 2.53 -0.73 -1.66
C 1.97 0.68 0.62
C 0.48 0.28 0.27
Cl 2.21 1.65 2.14
H 6.07 5.54 0.61
H 5.38 5.70 2.39
H 5.34 3.12 2.42
H 3.48 3.23 0.21
H 4.94 3.63 -0.77
H 5.05 0.85 1.96
H 6.98 1.26 0.34
H 4.66 1.26 -2.66
H 5.85 -0.14 -2.50
H 7.58 1.92 -1.73
H 7.39 1.40 -3.44
H 6.78 3.94 -2.38
H 6.78 3.37 -3.91
H 6.78 -1.49 0.55
H 5.55 -1.83 -0.74
H 5.47 -2.63 2.08
H 4.20 -1.28 1.98
H 4.07 -4.22 1.02
H 3.82 -2.99 -0.37
H 2.01 -1.95 1.44
H 2.17 -3.56 2.25
H 1.94 -3.91 -0.72
H 0.49 -3.01 -0.15
H 0.64 -5.78 -0.28
H 1.61 -5.63 1.23
H -0.24 -5.15 2.71
H -1.07 -6.08 1.40
H -2.23 -3.93 2.24
H -1.01 -2.92 1.38
H -3.46 -4.39 0.36
H -2.03 -5.08 -0.50
H -2.46 -3.27 -1.94
H -1.60 -2.19 -0.75
H -4.01 -1.64 0.26
H -4.68 -2.87 -1.00
H -3.49 -0.06 -1.36
H -3.26 -1.25 -2.75
H -5.48 -0.31 -3.39
H -6.10 -1.47 -2.13
H -6.97 0.56 -1.12
H -5.30 0.47 -0.39
H -4.64 1.76 -2.85
H -6.32 2.40 -2.59
H -4.38 2.45 -0.17
H -4.42 3.88 -1.37
H -6.94 2.68 0.06
H -6.90 4.20 -0.93
H -4.80 4.66 1.05
H -6.56 5.17 1.26
H -6.23 3.95 3.28
H -6.85 2.63 2.18
H -4.73 1.52 1.96
H -4.50 2.27 3.66
H -3.77 3.04 2.15
H 0.36 -0.83 0.41
H 0.19 0.52 -0.79
H -0.18 0.83 1.00
```

Its total energy is -2132.784233 Eh. As for the spin multiplicity: 1. Its net charge is -1. The value obtained for the highest occupied orbital energy is -0.1562 Eh. The largest force on an atom is 0.0505 hartree/bohr. For the HOMO-LUMO gap, the calculation gives 6.62 eV.

Okay, here come the Mulliken numbers, in e, for every atom: atom 1 (C): -0.7431, atom 2 (C): 0.0532, atom 3 (C): -0.5711, atom 4 (Nb): -0.8977, atom 5 (C): -0.7147, atom 6 (C): -0.2959, atom 7 (N): -0.5948, atom 8 (C): -1.1204, atom 9 (C): -0.3561, atom 10 (C): -0.8805, atom 11 (C): -0.5459, atom 12 (C): 0.1366, atom 13 (C): -0.7805, atom 14 (C): -0.9171, atom 15 (C): -0.5670, atom 16 (C): -0.7887, atom 17 (C): -0.2800, atom 18 (C): -0.5975, atom 19 (C): -0.4321, atom 20 (C): -0.9415, atom 21 (C): -0.0951, atom 22 (C): -0.7896, atom 23 (C): -0.3513, atom 24 (C): -0.4523, atom 25 (C): -0.6950, atom 26 (C): -0.4508, atom 27 (C): -0.7756, atom 28 (C): 0.4665, atom 29 (Cl): -0.2419, atom 30 (C): 0.3571, atom 31 (C): -1.1418, atom 32 (Cl): -0.1823, atom 33 (H): 0.2251, atom 34 (H): 0.2145, atom 35 (H): 0.2400, atom 36 (H): 0.2002, atom 37 (H): 0.3531, atom 38 (H): 0.0568, atom 39 (H): -0.0205, atom 40 (H): 0.2995, atom 41 (H): 0.3350, atom 42 (H): 0.1308, atom 43 (H): 0.3360, atom 44 (H): 0.2052, atom 45 (H): 0.2398, atom 46 (H): 0.3907, atom 47 (H): 0.2669, atom 48 (H): 0.4828, atom 49 (H): 0.3375, atom 50 (H): 0.1925, atom 51 (H): 0.4190, atom 52 (H): 0.1818, atom 53 (H): 0.4107, atom 54 (H): 0.4170, atom 55 (H): -0.3534, atom 56 (H): 0.3607, atom 57 (H): 0.3036, atom 58 (H): 0.3577, atom 59 (H): 0.3701, atom 60 (H): 0.4084, atom 61 (H): 0.3326, atom 62 (H): 0.3759, atom 63 (H): 0.4219, atom 64 (H): 0.2191, atom 65 (H): 0.0675, atom 66 (H): 0.1245, atom 67 (H): 0.3392, atom 68 (H): 0.0807, atom 69 (H): 0.5540, atom 70 (H): 0.3519, atom 71 (H): 0.3552, atom 72 (H): 0.4436, atom 73 (H): -0.1975, atom 74 (H): 0.3845, atom 75 (H): 0.3472, atom 76 (H): 0.0438, atom 77 (H): 0.3624, atom 78 (H): 0.1199, atom 79 (H): 0.3374, atom 80 (H): 0.3350, atom 81 (H): 0.3145, atom 82 (H): 0.3224, atom 83 (H): 0.3188, atom 84 (H): 0.0054, atom 85 (H): 0.3439, atom 86 (H): 0.2540, atom 87 (H): 0.1869, atom 88 (H): 0.3086, atom 89 (H): 0.3722

- Among the records above, which one has the highest largest force on an atom?
  C28H57AsCuF6N5O9

- Among the records above, which one has the highest net charge?
  C28H57AsCuF6N5O9

- Among the records above, which one has the highest largest force on an atom?
  C28H57AsCuF6N5O9